The following is a DFT calculation (ωB97M-V with the def2-TZVPD basis set) of C47H39N7O3PbSSi as an isolated structure.

Its strongest force on any atom is 0.60 eV Å⁻¹. The LUMO energy (spin up / spin down) is -9.4 / -6.7 eV. For the calculated total energy, the calculation gives -89893.62487 eV. The HOMO energy (spin up / spin down) comes out at -12.130 / -12.131 eV. The charge is +2.

Atoms and positions in Å:
Pb (-0.1283, 0.4568, -0.1814)
O (3.3395, -0.0088, 3.5190)
C (3.2867, -1.3207, 3.7708)
C (4.3809, -1.9089, 4.4060)
C (4.3682, -3.2586, 4.6764)
C (3.2793, -4.0654, 4.3215)
C (2.1992, -3.4996, 3.6951)
C (2.1748, -2.1183, 3.4098)
C (1.0650, -1.5030, 2.7164)
O (0.9872, -0.2979, 2.4638)
N (0.0354, -2.4042, 2.3155)
N (-0.7933, -1.8145, 1.4839)
C (-1.8157, -2.5954, 1.1944)
C (-2.8319, -2.1800, 0.2641)
C (-3.8363, -3.0853, -0.0747)
C (-4.7940, -2.7084, -1.0049)
C (-4.7031, -1.4498, -1.5611)
C (-3.6605, -0.6090, -1.1618)
N (-2.7502, -0.9423, -0.2681)
H (2.4998, 0.2454, 3.0798)
H (5.2181, -1.2818, 4.6794)
H (5.2178, -3.7038, 5.1780)
H (3.2897, -5.1224, 4.5452)
H (1.3474, -4.1019, 3.4161)
H (-1.8873, -3.5691, 1.6730)
H (-3.8535, -4.0679, 0.3776)
H (-5.5815, -3.3910, -1.2931)
H (-5.4083, -1.1105, -2.3066)
H (-3.5564, 0.3698, -1.6169)
C (4.2016, -1.4393, 0.1537)
C (5.0818, -0.4874, -0.3306)
C (4.5767, 0.6729, -0.8923)
C (3.2025, 0.8632, -0.9485)
N (2.3588, -0.0374, -0.4302)
C (2.8485, -1.1611, 0.0894)
C (2.5952, 2.0375, -1.6407)
C (3.3577, 3.0164, -2.2691)
C (2.7176, 4.0396, -2.9463)
C (1.3327, 4.0669, -2.9870)
C (0.6475, 3.0650, -2.3221)
N (1.2600, 2.0862, -1.6645)
H (4.5414, -2.3768, 0.5706)
H (6.1506, -0.6494, -0.2924)
H (5.2531, 1.4040, -1.3072)
H (2.1277, -1.8866, 0.4422)
H (4.4358, 2.9765, -2.2587)
H (3.2987, 4.7998, -3.4512)
H (0.7959, 4.8295, -3.5334)
H (-0.4374, 3.0347, -2.3293)
N (-2.7915, 8.1593, 2.3962)
C (-2.6836, 7.0094, 3.0049)
S (-3.0381, 6.7804, 4.6344)
C (-2.1793, 5.8248, 2.2816)
C (-2.7846, 4.5837, 2.4517)
C (-2.2428, 3.5024, 1.7669)
N (-1.1815, 3.5983, 0.9750)
C (-0.6113, 4.7922, 0.8207)
C (-1.0681, 5.9404, 1.4490)
H (-3.0629, 9.0105, 2.8707)
H (-2.6277, 8.2178, 1.3994)
H (-3.6710, 4.4536, 3.0575)
H (-2.6853, 2.5185, 1.8699)
H (0.2602, 4.8316, 0.1776)
H (-0.5372, 6.8751, 1.3250)
O (-0.3014, -0.7595, -1.8893)
Si (0.3469, -1.5296, -3.1634)
C (1.6841, -0.4933, -3.9912)
C (3.0371, -0.8271, -3.8969)
C (4.0192, -0.0633, -4.5172)
C (3.6661, 1.0625, -5.2452)
C (2.3271, 1.4225, -5.3450)
C (1.3548, 0.6522, -4.7256)
C (-1.0579, -1.8178, -4.3666)
C (-1.0333, -1.6005, -5.7423)
C (-2.1283, -1.9045, -6.5426)
C (-3.2748, -2.4398, -5.9783)
C (-3.3198, -2.6783, -4.6099)
C (-2.2258, -2.3654, -3.8195)
C (1.0907, -3.1396, -2.5590)
C (1.8537, -3.9631, -3.3924)
C (2.3794, -5.1635, -2.9366)
C (2.1494, -5.5721, -1.6292)
C (1.3784, -4.7821, -0.7887)
C (0.8608, -3.5822, -1.2583)
H (3.3344, -1.7143, -3.3475)
H (5.0584, -0.3620, -4.4513)
H (4.4250, 1.6447, -5.7530)
H (2.0406, 2.2915, -5.9247)
H (0.3142, 0.9431, -4.8314)
H (-0.1383, -1.2097, -6.2131)
H (-2.0789, -1.7334, -7.6100)
H (-4.1251, -2.6832, -6.6019)
H (-4.2039, -3.1218, -4.1676)
H (-2.2693, -2.5676, -2.7529)
H (2.0410, -3.6657, -4.4192)
H (2.9668, -5.7842, -3.6005)
H (2.5593, -6.5085, -1.2738)
H (1.1761, -5.1027, 0.2270)
H (0.2438, -2.9766, -0.6075)

Mulliken population analysis, charges in e, atoms 1 to 6: number 1, Pb, carries 1.267; number 2, O, carries -0.681; number 3, C, carries 0.302; number 4, C, carries -0.746; number 5, C, carries -0.324; number 6, C, carries -0.867